Here is a single C3H3P molecule from the OMol25 dataset. Energies are from ωB97M-V with the def2-TZVPD basis set.

Summary:
- Gap between HOMO and LUMO (spin up / spin down): 6.51 / 6.47 eV
- Energy above the lowest of the compared OMol25 structures with the same formula, charge and spin: 0.719 eV
- E_HOMO (spin up / spin down): -7.73 / -7.67 eV

XYZ file:
```
7
C3H3P | the OMol25 dataset | ωB97M-V with the def2-TZVPD basis set
C -0.354 -0.487 -0.054
C -1.582 -0.410 -0.083
C 0.997 -0.024 -0.001
P -3.070 0.360 0.050
H 1.384 0.232 -0.991
H 1.721 -0.614 0.549
H 0.904 0.943 0.530
```

---

Here is a single C4H7NO2 molecule from the OMol25 dataset. Energies are from ωB97M-V with the def2-TZVPD basis set.

Summary:
- Gap between HOMO and LUMO: 9.05 eV
- Energy above the lowest of the compared OMol25 structures with the same formula, charge and spin: 5.344 eV
- E_HOMO: -8.65 eV

XYZ file:
```
14
C4H7NO2 | the OMol25 dataset | ωB97M-V with the def2-TZVPD basis set
C 1.378 1.375 -0.692
C 0.577 0.391 0.081
N 0.756 0.093 1.318
O 1.806 0.823 1.842
C -0.369 -0.447 -0.660
C -2.259 -1.638 -0.403
O -1.429 -0.584 0.077
H 2.434 1.098 -0.663
H 1.040 1.408 -1.730
H 1.279 2.363 -0.238
H 1.885 0.471 2.737
H -1.837 -1.864 -1.405
H -3.276 -1.262 -0.433
H -2.241 -2.403 0.390
```

---

Here is a single C5H9FNO3P molecule from the OMol25 dataset. Energies are from ωB97M-V with the def2-TZVPD basis set.

Summary:
- Gap between HOMO and LUMO: 9.52 eV
- E_HOMO: -9.06 eV
- SMILES string: C[C@@H](F)[C@H]1OC(=O)O[C@H]1[PH2]=N

XYZ file:
```
20
C5H9FNO3P | the OMol25 dataset | ωB97M-V with the def2-TZVPD basis set
C 2.285 -1.154 0.266
C 1.173 -0.726 -0.664
F 0.211 -1.727 -0.695
C 0.571 0.607 -0.268
O 0.079 1.351 -1.378
C -0.680 2.346 -0.850
O -0.832 3.415 -1.323
O -1.243 1.921 0.312
C -0.589 0.704 0.749
P -1.965 -0.527 0.723
N -2.729 -0.644 -0.626
H 2.621 -2.154 -0.004
H 1.968 -1.154 1.311
H 3.130 -0.472 0.160
H 1.550 -0.616 -1.683
H 1.398 1.182 0.173
H -0.221 0.888 1.761
H -2.704 0.005 1.793
H -1.369 -1.675 1.273
H -2.654 -1.571 -1.030
```

---

Here is a molecular structure, C57H44ClN4O7Pd from the OMol25 dataset. Energies are from ωB97M-V with the def2-TZVPD basis set.

Summary:
- Gap between HOMO and LUMO: 5.80 eV
- Energy above the lowest of the compared OMol25 structures with the same formula, charge and spin: 0.000 eV
- Charge: -1
- E_HOMO: -4.15 eV

XYZ file:
```
114
C57H44ClN4O7Pd | the OMol25 dataset | ωB97M-V with the def2-TZVPD basis set
Pd 0.392 0.379 -0.021
C 6.753 7.002 -3.592
O 6.329 5.801 -4.202
C 5.458 5.031 -3.493
C 5.115 5.268 -2.170
C 4.199 4.428 -1.539
C 3.621 3.356 -2.203
C 3.999 3.122 -3.526
C 4.901 3.950 -4.168
C 2.639 2.466 -1.509
C 3.147 1.453 -0.704
C 4.554 1.219 -0.476
C 4.639 0.223 0.427
C 3.283 -0.168 0.754
N 2.412 0.591 0.045
C 2.950 -1.185 1.652
C 1.660 -1.678 1.835
C 1.324 -2.765 2.732
C -0.007 -2.946 2.646
C -0.505 -1.958 1.713
C -1.858 -1.753 1.441
C -2.842 -2.636 2.145
C -3.735 -2.105 3.070
C -4.622 -2.913 3.779
C -4.632 -4.282 3.548
O -5.452 -5.162 4.189
C -6.235 -4.653 5.246
C -3.759 -4.828 2.615
C -2.873 -4.016 1.932
C -2.356 -0.702 0.674
N -1.624 0.283 0.091
C -2.499 1.141 -0.491
C -2.176 2.280 -1.213
C -3.304 3.137 -1.688
C -3.579 3.287 -3.050
C -4.556 4.159 -3.494
C -5.278 4.919 -2.581
O -6.181 5.796 -3.106
C -6.765 6.724 -2.214
C -5.055 4.753 -1.221
C -4.079 3.856 -0.789
C -0.880 2.682 -1.522
C -0.550 3.840 -2.329
C 0.791 3.870 -2.433
C 1.293 2.750 -1.670
N 0.259 2.072 -1.119
C -3.850 0.673 -0.284
C -3.763 -0.470 0.422
N 0.528 -1.208 1.255
C 4.048 -1.722 2.517
C 4.746 -0.862 3.361
C 5.796 -1.310 4.161
C 6.163 -2.649 4.122
O 7.185 -3.189 4.845
C 7.978 -2.299 5.605
C 5.467 -3.525 3.299
C 4.426 -3.065 2.512
H 7.328 7.538 -4.341
H 7.385 6.813 -2.720
H 5.902 7.617 -3.286
H 5.547 6.094 -1.619
H 3.927 4.616 -0.506
H 3.571 2.276 -4.054
H 5.186 3.781 -5.202
H 5.362 1.744 -0.965
H 5.535 -0.226 0.827
H 2.022 -3.297 3.358
H -0.609 -3.664 3.182
H -3.718 -1.038 3.263
H -5.279 -2.464 4.512
H -6.800 -5.493 5.639
H -6.932 -3.885 4.902
H -5.611 -4.235 6.039
H -3.793 -5.899 2.441
H -2.188 -4.450 1.212
H -3.004 2.707 -3.766
H -4.769 4.273 -4.551
H -7.361 7.399 -2.821
H -6.004 7.297 -1.680
H -7.416 6.233 -1.486
H -5.620 5.310 -0.487
H -3.906 3.736 0.275
H -1.259 4.528 -2.763
H 1.403 4.588 -2.960
H -4.743 1.149 -0.657
H -4.571 -1.112 0.737
H 4.460 0.182 3.396
H 6.307 -0.604 4.803
H 8.758 -2.900 6.062
H 7.397 -1.810 6.391
H 8.435 -1.532 4.975
H 5.762 -4.568 3.280
H 3.908 -3.757 1.857
C -1.111 -5.775 -0.909
C -2.093 -4.675 -1.210
C -3.336 -4.614 -0.605
C -4.191 -3.546 -0.856
Cl -5.745 -3.484 -0.051
C -3.814 -2.531 -1.706
C -2.573 -2.584 -2.337
C -1.725 -3.658 -2.107
O -0.536 -3.815 -2.706
C -0.095 -2.728 -3.530
C 0.107 -1.430 -2.713
O 0.795 -1.592 -1.670
O -0.473 -0.412 -3.159
H -1.496 -6.442 -0.135
H -0.164 -5.338 -0.578
H -0.886 -6.358 -1.805
H -3.642 -5.393 0.085
H -4.465 -1.682 -1.872
H -2.270 -1.761 -2.975
H -0.800 -2.547 -4.343
H 0.862 -3.048 -3.933
```

---

Here is 11 unconnected molecules or ions with the total composition C28H50Cl2F18N3O14 from the OMol25 dataset. Energies are from ωB97M-V with the def2-TZVPD basis set.

Summary:
- Gap between HOMO and LUMO: 3.75 eV
- Energy above the lowest of the compared OMol25 structures with the same formula, charge and spin: 8.770 eV
- Charge: +1
- E_HOMO: -7.13 eV

XYZ file:
```
115
C28H50Cl2F18N3O14 | the OMol25 dataset | ωB97M-V with the def2-TZVPD basis set
N -17.706 10.639 -16.852
H -17.945 10.891 -15.904
H -17.433 9.667 -16.903
H -16.976 11.189 -17.283
H -18.465 10.677 -17.517
N -18.793 11.468 -22.934
H -17.801 11.405 -22.755
H -19.135 11.083 -22.066
H -19.087 10.948 -23.749
H -19.154 12.409 -23.006
N -14.221 5.996 -19.596
H -14.076 5.086 -20.010
H -15.090 6.063 -19.086
H -14.314 6.715 -20.299
H -13.443 6.235 -18.996
O -20.243 9.307 -19.588
C -20.504 7.854 -19.606
C -19.257 6.880 -19.653
O -18.332 6.815 -18.557
H -21.118 7.642 -20.481
H -21.235 7.583 -18.844
H -18.607 7.237 -20.452
H -19.528 5.895 -20.033
C -21.278 1.588 -16.971
C -22.581 1.224 -16.287
O -23.602 1.225 -17.280
C -24.349 2.352 -17.483
O -24.333 3.397 -16.812
C -25.103 2.417 -18.756
F -26.349 2.614 -18.408
F -24.767 3.473 -19.483
F -25.032 1.308 -19.553
H -20.358 1.602 -16.387
H -21.347 2.545 -17.489
H -21.127 0.798 -17.707
H -22.832 1.948 -15.512
H -22.515 0.282 -15.742
C -25.267 10.028 -15.443
C -26.330 10.342 -14.510
O -27.037 9.216 -13.988
C -26.572 8.606 -12.878
O -25.571 8.943 -12.272
C -27.367 7.345 -12.509
F -27.883 7.522 -11.255
F -28.396 7.192 -13.300
F -26.597 6.256 -12.641
H -25.030 10.964 -15.950
H -25.691 9.289 -16.124
H -24.458 9.452 -14.993
H -27.005 11.016 -15.039
H -25.861 10.962 -13.746
C -24.819 12.893 -22.154
C -25.497 13.645 -21.070
O -26.175 14.732 -21.740
C -26.172 16.040 -21.250
O -25.585 16.411 -20.206
C -27.026 16.950 -22.205
F -28.307 16.711 -22.096
F -26.816 18.298 -22.047
F -26.752 16.628 -23.454
H -24.416 11.997 -21.681
H -23.937 13.454 -22.464
H -25.445 12.656 -23.014
H -24.711 14.051 -20.433
H -26.103 12.970 -20.466
C -15.816 1.881 -23.265
C -16.475 1.785 -24.699
O -15.825 0.931 -25.638
C -14.746 1.419 -26.279
O -14.334 2.576 -26.101
C -14.270 0.468 -27.407
F -12.925 0.499 -27.457
F -14.719 -0.753 -27.026
F -14.748 0.701 -28.638
H -15.719 0.884 -22.835
H -16.543 2.400 -22.639
H -14.997 2.591 -23.144
H -16.705 2.798 -25.030
H -17.415 1.265 -24.513
C -24.737 12.196 -27.997
C -24.464 10.871 -28.702
O -24.447 9.719 -27.889
C -23.568 9.500 -26.902
O -22.719 10.322 -26.542
C -23.642 8.065 -26.243
F -24.312 7.254 -27.064
F -22.433 7.568 -25.916
F -24.286 8.149 -25.085
H -25.292 12.864 -28.656
H -23.844 12.699 -27.628
H -25.359 11.886 -27.158
H -23.591 10.924 -29.352
H -25.213 10.738 -29.482
C -14.712 2.912 -15.483
C -14.646 1.429 -15.907
O -13.209 0.988 -16.024
C -12.333 1.376 -16.964
O -12.480 2.420 -17.536
C -11.037 0.461 -17.044
F -11.274 -0.703 -16.518
F -10.608 0.331 -18.344
F -10.080 1.140 -16.449
H -14.583 3.234 -14.450
H -15.695 3.292 -15.760
H -13.954 3.513 -15.987
H -15.162 1.257 -16.851
H -15.262 0.869 -15.203
Cl -20.010 5.066 -11.514
C -21.013 6.048 -12.582
C -20.277 6.728 -13.706
Cl -19.399 8.109 -13.048
H -21.500 6.814 -11.978
H -21.758 5.345 -12.955
H -21.044 6.945 -14.450
H -19.516 6.106 -14.178
```

---

Here is a single C22H30N4O2 molecule from the OMol25 dataset. Energies are from ωB97M-V with the def2-TZVPD basis set.

Summary:
- Gap between HOMO and LUMO: 8.91 eV
- Energy above the lowest of the compared OMol25 structures with the same formula, charge and spin: 3.433 eV
- E_HOMO: -8.11 eV
- SMILES string: Cc1cccc(-n2ncc3c2CCC[C@@H]3NC(=O)CCN2CCCCO2)c1C

XYZ file:
```
58
C22H30N4O2 | the OMol25 dataset | ωB97M-V with the def2-TZVPD basis set
C -6.612 -2.431 -0.581
C -6.006 -1.126 -0.157
C -6.808 0.001 -0.047
C -6.284 1.219 0.346
C -4.941 1.315 0.654
C -4.129 0.193 0.549
C -4.639 -1.035 0.124
C -3.732 -2.216 -0.029
H -3.725 -2.803 0.889
H -4.059 -2.855 -0.845
H -2.711 -1.897 -0.224
N -2.765 0.314 0.879
C -1.866 1.158 0.326
C -0.654 0.897 0.930
C -0.927 -0.126 1.850
N -2.198 -0.468 1.806
H -0.258 -0.618 2.528
C 0.624 1.561 0.545
N 1.542 0.613 -0.079
C 1.220 -0.442 -0.848
O 0.096 -0.754 -1.185
C 2.441 -1.245 -1.297
H 3.026 -0.629 -1.983
H 2.068 -2.105 -1.851
C 3.352 -1.701 -0.148
N 4.637 -1.027 -0.198
C 5.632 -1.593 0.700
C 6.956 -0.859 0.487
C 6.759 0.634 0.739
H 7.652 1.198 0.471
C 5.570 1.109 -0.096
O 4.422 0.351 0.203
H 5.299 2.141 0.138
H 5.804 1.025 -1.166
H 6.542 0.804 1.796
H 7.716 -1.267 1.154
H 7.278 -1.014 -0.545
H 5.742 -2.649 0.446
H 5.318 -1.513 1.754
H 3.568 -2.766 -0.253
H 2.857 -1.549 0.823
H 2.528 0.774 0.077
C 0.319 2.751 -0.386
H 1.244 3.059 -0.879
C -0.740 2.402 -1.432
H -0.832 3.218 -2.152
H -0.434 1.502 -1.965
C -2.092 2.139 -0.764
H -2.816 1.753 -1.485
H -2.491 3.075 -0.356
H -0.036 3.586 0.223
H 1.142 1.930 1.441
H -4.518 2.249 0.991
H -6.922 2.086 0.424
H -7.863 -0.077 -0.272
H -6.367 -3.216 0.131
H -7.694 -2.345 -0.647
H -6.234 -2.732 -1.557
```

---

Please write out number 6 again, unchanged.
Here is a single C22H30N4O2 molecule from the OMol25 dataset. Energies are from ωB97M-V with the def2-TZVPD basis set.

Summary:
- Gap between HOMO and LUMO: 8.91 eV
- Energy above the lowest of the compared OMol25 structures with the same formula, charge and spin: 3.433 eV
- E_HOMO: -8.11 eV
- SMILES string: Cc1cccc(-n2ncc3c2CCC[C@@H]3NC(=O)CCN2CCCCO2)c1C

XYZ file:
```
58
C22H30N4O2 | the OMol25 dataset | ωB97M-V with the def2-TZVPD basis set
C -6.612 -2.431 -0.581
C -6.006 -1.126 -0.157
C -6.808 0.001 -0.047
C -6.284 1.219 0.346
C -4.941 1.315 0.654
C -4.129 0.193 0.549
C -4.639 -1.035 0.124
C -3.732 -2.216 -0.029
H -3.725 -2.803 0.889
H -4.059 -2.855 -0.845
H -2.711 -1.897 -0.224
N -2.765 0.314 0.879
C -1.866 1.158 0.326
C -0.654 0.897 0.930
C -0.927 -0.126 1.850
N -2.198 -0.468 1.806
H -0.258 -0.618 2.528
C 0.624 1.561 0.545
N 1.542 0.613 -0.079
C 1.220 -0.442 -0.848
O 0.096 -0.754 -1.185
C 2.441 -1.245 -1.297
H 3.026 -0.629 -1.983
H 2.068 -2.105 -1.851
C 3.352 -1.701 -0.148
N 4.637 -1.027 -0.198
C 5.632 -1.593 0.700
C 6.956 -0.859 0.487
C 6.759 0.634 0.739
H 7.652 1.198 0.471
C 5.570 1.109 -0.096
O 4.422 0.351 0.203
H 5.299 2.141 0.138
H 5.804 1.025 -1.166
H 6.542 0.804 1.796
H 7.716 -1.267 1.154
H 7.278 -1.014 -0.545
H 5.742 -2.649 0.446
H 5.318 -1.513 1.754
H 3.568 -2.766 -0.253
H 2.857 -1.549 0.823
H 2.528 0.774 0.077
C 0.319 2.751 -0.386
H 1.244 3.059 -0.879
C -0.740 2.402 -1.432
H -0.832 3.218 -2.152
H -0.434 1.502 -1.965
C -2.092 2.139 -0.764
H -2.816 1.753 -1.485
H -2.491 3.075 -0.356
H -0.036 3.586 0.223
H 1.142 1.930 1.441
H -4.518 2.249 0.991
H -6.922 2.086 0.424
H -7.863 -0.077 -0.272
H -6.367 -3.216 0.131
H -7.694 -2.345 -0.647
H -6.234 -2.732 -1.557
```